1.
ORCA calculation (the ωB97M-V functional and the def2-TZVPD basis) on a molecular structure, C20H27CaN2O3 at a distorted geometry.

Output
- energy (eV) = -48738.3185
- charge = -1
- largest force on an atom (eV/Å) = 1.73
- orbital gap (alpha / beta) (eV) = 4.363 / 4.161
- E_LUMO (alpha / beta) (hartree) = 0.0933 / 0.0934

Positions of all 53 atoms, in Å:
Ca (0.383, -0.249, 0.279)
N (4.301, 0.509, 1.882)
C (2.975, 0.428, 1.570)
O (2.642, 0.243, 0.400)
C (2.018, 0.638, 2.715)
C (0.816, -0.319, 2.632)
H (4.969, 0.286, 1.164)
H (4.605, 0.507, 2.837)
H (1.660, 1.671, 2.626)
H (2.590, 0.579, 3.659)
H (0.050, 0.050, 3.326)
H (1.136, -1.289, 3.041)
C (0.154, 6.924, -0.160)
C (0.355, 5.443, -0.281)
C (1.394, 4.782, 0.366)
C (1.535, 3.415, 0.210)
N (0.726, 2.661, -0.533)
C (-0.269, 3.295, -1.153)
C (-0.489, 4.656, -1.063)
H (0.755, 7.335, 0.651)
H (-0.893, 7.163, 0.029)
H (0.442, 7.430, -1.084)
H (2.086, 5.336, 0.990)
H (2.348, 2.886, 0.695)
H (-0.933, 2.659, -1.728)
H (-1.320, 5.113, -1.586)
C (-3.350, 1.888, 1.061)
O (-2.090, 1.461, 0.592)
C (-1.901, 0.420, -0.319)
C (-3.131, -0.292, -0.850)
H (-3.970, 2.297, 0.252)
H (-3.153, 2.681, 1.784)
H (-3.900, 1.080, 1.555)
H (-4.102, 0.103, -0.519)
H (-3.089, -1.353, -0.568)
H (-3.127, -0.272, -1.947)
C (-0.518, -2.415, -2.686)
C (0.027, -2.965, -1.382)
O (0.546, -2.130, -0.542)
C (-0.020, -4.353, -1.132)
C (-0.606, -5.295, -2.028)
C (-0.598, -6.644, -1.752)
C (-0.017, -7.145, -0.584)
C (0.551, -6.236, 0.320)
C (0.548, -4.887, 0.065)
H (-0.342, -1.341, -2.703)
H (-1.594, -2.590, -2.783)
H (-0.026, -2.880, -3.546)
H (-1.077, -4.950, -2.941)
H (-1.057, -7.334, -2.453)
H (-0.010, -8.209, -0.381)
H (0.998, -6.608, 1.236)
H (0.978, -4.183, 0.766)

2.
ORCA calculation (the ωB97M-V functional and the def2-TZVPD basis) on a molecular structure, C20H27ClN3O4Pt at a distorted geometry.

Output
- energy (eV) = -49591.6851
- charge = +1
- largest force on an atom (eV/Å) = 5.02
- orbital gap (eV) = 6.402
- E_LUMO (hartree) = -0.1333

Positions of all 56 atoms, in Å:
Pt (0.552, 0.531, -0.233)
O (-0.504, -0.108, 2.052)
Cl (-0.750, -1.348, 1.405)
O (-1.454, -2.247, 2.199)
O (-1.483, -1.063, 0.192)
O (0.512, -1.909, 0.994)
N (1.478, 0.092, -5.748)
C (0.884, -0.256, -4.400)
C (1.337, -1.657, -4.024)
C (0.774, -2.038, -2.645)
N (1.413, -1.248, -1.594)
C (-0.751, -1.879, -2.625)
C (-1.265, -0.527, -3.132)
N (-1.013, 0.535, -2.151)
C (-0.632, -0.190, -4.493)
H (2.505, 0.078, -5.704)
H (1.165, 1.019, -6.058)
H (1.173, -0.608, -6.441)
H (1.237, 0.464, -3.654)
H (2.427, -1.726, -3.993)
H (0.969, -2.376, -4.757)
H (0.995, -3.105, -2.485)
H (2.421, -1.234, -1.721)
H (1.246, -1.733, -0.702)
H (-1.112, -2.007, -1.604)
H (-1.188, -2.672, -3.232)
H (-2.351, -0.629, -3.296)
H (-1.649, 0.358, -1.370)
H (-1.252, 1.442, -2.540)
H (-0.958, 0.802, -4.807)
H (-0.992, -0.920, -5.222)
C (5.776, 3.102, -0.154)
C (4.616, 3.862, -0.216)
C (3.399, 3.294, 0.109)
C (3.325, 1.955, 0.518)
C (4.497, 1.198, 0.559)
C (5.709, 1.768, 0.219)
C (2.054, 1.403, 1.018)
C (0.885, 2.147, 0.984)
C (0.140, 3.164, 1.509)
C (-1.102, 3.574, 0.953)
C (-1.818, 4.600, 1.517)
C (-1.347, 5.242, 2.660)
C (-0.124, 4.868, 3.213)
C (0.625, 3.864, 2.656)
H (6.732, 3.548, -0.379)
H (4.663, 4.906, -0.496)
H (2.495, 3.887, 0.074)
H (4.463, 0.164, 0.872)
H (6.608, 1.174, 0.277)
H (2.158, 0.610, 1.772)
H (-1.459, 3.052, 0.073)
H (-2.750, 4.915, 1.067)
H (-1.923, 6.034, 3.114)
H (0.243, 5.381, 4.090)
H (1.577, 3.580, 3.080)

3.
ORCA calculation (the ωB97M-V functional and the def2-TZVPD basis) on a molecular structure, C20H27ClN3Rh.

Output
- spin multiplicity = 5
- energy (eV) = -41163.5029
- charge = +2
- largest force on an atom (eV/Å) = 0.08
- orbital gap (alpha / beta) (eV) = 7.024 / 4.558
- E_LUMO (alpha / beta) (hartree) = -0.2713 / -0.3638

Positions of all 52 atoms, in Å:
Rh (-1.156, -1.058, -0.042)
C (1.653, -1.329, -2.853)
C (2.058, -2.236, -1.721)
C (2.759, -3.413, -1.951)
C (3.138, -4.230, -0.896)
C (2.817, -3.888, 0.408)
C (2.110, -2.724, 0.689)
C (1.754, -2.334, 2.097)
C (1.757, -1.921, -0.396)
N (0.969, -0.744, -0.135)
C (1.489, 0.416, -0.038)
C (2.943, 0.719, -0.143)
C (0.522, 1.551, 0.240)
C (1.039, 2.919, 0.517)
N (-0.716, 1.260, 0.206)
C (-1.851, 1.931, 0.546)
C (-2.170, 2.098, 1.947)
C (-1.213, 1.657, 3.003)
C (-3.373, 2.681, 2.244)
C (-4.242, 3.086, 1.222)
C (-3.916, 2.924, -0.143)
C (-2.737, 2.342, -0.509)
C (-2.332, 2.161, -1.938)
H (1.862, -1.797, -3.812)
H (2.196, -0.381, -2.831)
H (0.584, -1.091, -2.825)
H (3.015, -3.687, -2.966)
H (3.687, -5.141, -1.093)
H (3.116, -4.531, 1.225)
H (2.099, -3.087, 2.801)
H (0.673, -2.229, 2.227)
H (2.215, -1.384, 2.380)
H (3.515, -0.178, -0.364)
H (3.304, 1.145, 0.796)
H (3.124, 1.461, -0.924)
H (1.746, 2.897, 1.348)
H (0.232, 3.613, 0.741)
H (1.592, 3.285, -0.352)
H (-0.263, 2.193, 2.929)
H (-1.010, 0.587, 2.916)
H (-1.623, 1.846, 3.992)
H (-3.658, 2.830, 3.277)
H (-5.191, 3.538, 1.483)
H (-4.612, 3.265, -0.897)
H (-3.135, 2.452, -2.609)
H (-2.064, 1.122, -2.146)
H (-1.458, 2.773, -2.175)
Cl (-2.323, -1.593, 1.821)
N (-2.099, -2.266, -1.640)
H (-1.555, -3.107, -1.820)
H (-2.266, -1.827, -2.541)
H (-3.004, -2.577, -1.291)

4.
ORCA calculation (the ωB97M-V functional and the def2-TZVPD basis) on 5 unconnected molecules or ions with the total composition C20H27F9O12 at a distorted geometry.

Output
- energy (eV) = -70206.5530
- charge = 0
- largest force on an atom (eV/Å) = 1.47
- orbital gap (eV) = 10.970
- structure (SMILES) = CCOC(=O)C(F)(F)F.CCOC(=O)C(F)(F)F.CCOC(=O)C(F)(F)F.C[C@H]1COC(=O)O1.C[C@H]1COC(=O)O1
- E_LUMO (hartree) = 0.0118

Positions of all 68 atoms, in Å:
C (-5.936, -2.108, 1.118)
C (-5.478, -0.693, 1.357)
O (-4.043, -0.616, 1.420)
C (-3.497, -0.618, 2.622)
O (-4.059, -0.661, 3.676)
C (-1.958, -0.630, 2.550)
F (-1.466, 0.202, 3.466)
F (-1.499, -1.852, 2.804)
F (-1.495, -0.257, 1.358)
H (-5.198, -2.695, 0.583)
H (-6.945, -2.103, 0.709)
H (-6.069, -2.602, 2.089)
H (-5.947, -0.263, 2.239)
H (-5.757, -0.029, 0.537)
C (4.025, 2.683, 4.381)
C (3.405, 1.656, 3.441)
O (2.425, 2.358, 2.637)
C (1.689, 1.623, 1.833)
O (1.763, 0.440, 1.666)
C (0.623, 2.465, 1.107)
F (0.980, 3.727, 0.889)
F (0.335, 1.918, -0.061)
F (-0.486, 2.462, 1.870)
H (4.898, 2.240, 4.855)
H (3.295, 2.968, 5.135)
H (4.329, 3.564, 3.817)
H (2.870, 0.916, 4.033)
H (4.138, 1.236, 2.757)
C (-2.112, -3.839, 0.332)
C (-3.129, -4.601, -0.500)
O (-2.395, -5.345, -1.511)
C (-2.080, -6.590, -1.257)
O (-2.198, -7.166, -0.210)
C (-1.398, -7.247, -2.474)
F (-0.097, -6.939, -2.447)
F (-1.518, -8.570, -2.453)
F (-1.912, -6.806, -3.624)
H (-1.750, -4.465, 1.145)
H (-2.457, -2.891, 0.735)
H (-1.292, -3.552, -0.326)
H (-3.719, -3.923, -1.111)
H (-3.710, -5.303, 0.091)
C (3.907, 5.365, 0.450)
C (3.515, 6.108, -0.815)
C (4.539, 6.172, -1.936)
O (4.195, 5.020, -2.742)
C (2.936, 4.632, -2.447)
O (2.373, 3.725, -2.961)
O (2.430, 5.371, -1.434)
H (3.669, 5.817, 1.414)
H (4.971, 5.123, 0.567)
H (3.393, 4.403, 0.433)
H (3.087, 7.071, -0.542)
H (5.552, 5.989, -1.591)
H (4.442, 7.067, -2.544)
C (0.504, 0.692, -3.581)
C (0.967, -0.665, -3.117)
C (0.593, -1.031, -1.669)
O (-0.039, -2.296, -1.777)
C (-0.273, -2.595, -3.076)
O (-0.906, -3.531, -3.430)
O (0.315, -1.695, -3.887)
H (0.997, 0.972, -4.513)
H (0.844, 1.482, -2.902)
H (-0.578, 0.776, -3.669)
H (2.047, -0.716, -3.260)
H (-0.108, -0.308, -1.245)
H (1.456, -1.043, -1.006)